(1)
A structure of composition C33H34IrN5O7Si2, computed with wB97M-V/def2-TZVPD.

ORCA input file:
```
! wB97M-V def2-TZVPD RIJCOSX def2/J DEFGRID3
* xyz -1 2
Ir -0.47607 -0.03602 1.20550
C -1.30563 4.21679 2.55395
Si -1.11148 3.17663 1.00020
C -1.97719 4.04167 -0.43037
C 0.71344 3.21107 0.58268
N -1.71569 1.56838 1.30362
C -2.97289 1.33898 1.84324
C -4.01311 2.27367 1.89632
C -5.24456 1.94853 2.45132
C -5.47058 0.67213 2.94680
C -4.46028 -0.27665 2.88735
C -3.21639 0.04671 2.35161
N -2.17247 -0.83393 2.24199
Si -1.47565 -2.16464 1.59770
C -0.52723 -3.31002 2.70368
C -2.18483 -3.05428 0.12501
C 2.39810 -3.11486 -0.17140
H -0.95487 5.23585 2.36718
H -0.69943 3.78815 3.35597
H -2.33322 4.26883 2.91383
H -1.55011 5.03923 -0.56906
H -3.05381 4.15084 -0.29073
H -1.82092 3.48204 -1.35511
H 0.98790 4.24866 0.36303
H 0.94877 2.59771 -0.28587
H 1.33132 2.86813 1.41591
H -3.86578 3.26478 1.49109
H -6.02727 2.69639 2.48675
H -6.42962 0.41329 3.37886
H -4.61387 -1.27835 3.27283
H -1.19944 -4.03761 3.16495
H -0.01356 -2.75865 3.49060
H 0.21919 -3.85343 2.11897
H -2.95649 -3.76817 0.42340
H -1.39330 -3.60363 -0.39173
H -2.61484 -2.33888 -0.57568
H 1.33286 -3.11728 0.04671
H 2.65609 -2.14212 -0.59891
H 3.49998 -4.59894 -0.56127
O 5.69360 -0.48283 5.68874
N 5.61582 -1.33595 4.81889
O 6.46740 -2.18703 4.61890
C 4.44788 -1.32376 3.94858
C 4.33621 -2.27444 2.94112
C 3.23916 -2.26295 2.10755
C 2.17943 -1.29376 2.24792
O 1.24290 -1.29835 1.39217
C 2.35410 -0.39071 3.33757
C 3.47234 -0.37615 4.15072
N 1.30616 0.53435 3.70499
O 1.61000 1.59968 4.20411
O 0.14258 0.15606 3.55064
N 3.17548 -3.24807 1.10144
O 4.04769 -4.17729 1.11286
O 2.73678 -4.17205 -0.99857
H 5.10397 -3.01666 2.79403
H 3.55736 0.35021 4.94398
C -0.10458 0.21163 -0.57768
C 0.01689 0.13347 -1.84194
C 0.09542 0.18284 -3.17096
C 0.96796 -0.76697 -3.90116
C 0.62099 -1.26259 -5.15943
C 1.41521 -2.20716 -5.79134
C 2.57046 -2.67419 -5.18036
C 2.92871 -2.18475 -3.93076
C 2.13925 -1.23615 -3.30539
C -0.72756 1.16414 -3.91818
C -1.96444 1.57009 -3.41468
C -2.72801 2.51379 -4.08071
C -2.27166 3.07299 -5.26704
C -1.04277 2.67958 -5.77775
C -0.27966 1.73235 -5.11271
H -0.28998 -0.91923 -5.63320
H 1.12340 -2.59008 -6.76165
H 3.18551 -3.41732 -5.67157
H 3.81947 -2.55611 -3.44087
H 2.40966 -0.83887 -2.33546
H -2.31278 1.14281 -2.48167
H -3.68112 2.81901 -3.66709
H -2.86711 3.81285 -5.78678
H -0.67214 3.11814 -6.69615
H 0.68296 1.43842 -5.51205
*
```

Results
LUMO level (spin up / spin down): 1.26 / 1.17 eV
HOMO (spin up / spin down): -4.112 / -4.110 eV
energy relative to the best compared isomer or geometry (same formula, charge and spin): 0.1892 eV
DFT total energy: -75145.69362 eV
gap between HOMO and LUMO (spin up / spin down): 5.4 / 5.3 eV

Results of the Mulliken charge analysis, in e, for atoms 1 through 6:
1 Ir 1.992
2 C -1.148
3 Si 0.330
4 C -0.956
5 C -1.029
6 N 0.654

(2)
A structure of composition C33H35As2CaN4 in a non-equilibrium geometry, computed with wB97M-V/def2-TZVPD.

ORCA input file:
```
! wB97M-V def2-TZVPD RIJCOSX def2/J DEFGRID3
* xyz 1 1
Ca 0.16331 0.66048 -0.17768
C -0.32640 3.83218 0.12984
C 0.61583 3.20679 0.94228
C 0.62840 3.57810 2.27638
C -0.21203 4.60615 2.76157
C -1.16415 5.17285 1.91812
C -1.28109 4.69076 0.62623
H -0.31358 3.62294 -0.91394
H 1.37885 2.52605 0.54481
H 1.23734 3.05451 2.98359
H -0.13229 5.02900 3.77061
H -1.75934 6.06093 2.26029
H -2.04063 5.12497 -0.09897
C 2.38274 -0.99016 4.64536
C 3.61548 -1.07376 3.90368
C 3.67832 -0.72832 2.54086
C 2.54904 -0.11283 1.93084
C 1.36459 0.02020 2.72340
C 1.31775 -0.41683 3.99748
N 2.48351 0.35169 0.66046
C 3.58467 0.86879 0.05536
C 4.69677 1.36995 0.75804
C 5.89393 1.68162 0.17843
C 6.15128 1.34695 -1.12201
C 5.13660 0.85862 -1.93076
C 3.80311 0.74982 -1.48474
N 2.81692 0.77660 -2.38013
N 1.58061 0.72776 -1.91931
C 0.61546 0.76057 -2.92864
C 0.84106 0.72161 -4.33712
C -0.25916 1.05028 -5.15926
C -1.55407 1.29794 -4.60896
C -1.65621 1.14308 -3.25136
N -0.63746 1.01746 -2.42553
H 2.44394 -1.26445 5.69327
H 4.55434 -1.43272 4.40211
H 4.61604 -0.90777 1.99633
H 0.46573 0.52812 2.24066
H 0.36933 -0.33462 4.54102
H 4.54368 1.57600 1.81120
H 6.69487 2.21507 0.77570
H 7.12132 1.47072 -1.62637
H 5.17360 0.69305 -3.03106
H 1.80136 0.35360 -4.77954
H -0.08810 1.08976 -6.24183
H -2.44981 1.66727 -5.14371
H -2.65665 1.17072 -2.76561
C -4.48096 0.62195 0.75517
As -2.86517 -0.46375 0.91595
C -2.87944 -0.97632 2.87600
C -3.51724 -2.22343 0.12813
C -4.78652 -2.79612 0.40220
C -5.08220 -4.04236 -0.19856
C -4.11069 -4.71843 -0.91916
C -2.83242 -4.19755 -1.10753
C -2.52067 -2.90773 -0.63053
As -0.76432 -2.34032 -1.15317
C 0.23276 -3.93625 -0.46477
C -1.04470 -2.61971 -3.11131
H -4.81552 0.41368 -0.29225
H -4.31105 1.72641 0.85208
H -5.26696 0.27553 1.40858
H -2.93532 -0.12000 3.43423
H -1.94577 -1.50733 2.99206
H -3.72429 -1.63824 3.11629
H -5.47985 -2.20944 0.96697
H -6.01017 -4.50445 -0.04898
H -4.40324 -5.65205 -1.42196
H -2.11416 -4.80849 -1.63125
H 0.59148 -4.47716 -1.33105
H -0.34545 -4.63494 0.15681
H 1.10364 -3.55981 0.09648
H -0.43960 -3.41650 -3.53699
H -0.95231 -1.69713 -3.72245
H -2.08870 -3.00158 -3.27241
*
```

Results
LUMO level (spin up / spin down): -3.69 / -3.69 eV
HOMO (spin up / spin down): -9.544 / -9.546 eV
energy relative to the best compared isomer or geometry (same formula, charge and spin): 0.4289 eV
DFT total energy: -180858.63964 eV
gap between HOMO and LUMO (spin up / spin down): 5.9 / 5.9 eV

Results of the Mulliken charge analysis, in e, for atoms 1 through 6:
1 Ca 1.167
2 C -0.564
3 C -0.452
4 C -0.516
5 C -0.728
6 C -0.256

Question: Which of these has the lowest energy relative to the best compared isomer or geometry (same formula, charge and spin)?
Answer: C33H34IrN5O7Si2